DFT (ωB97M-V with the def2-TZVPD basis set) results for C19H40OP2Ru as an isolated structure in a non-equilibrium geometry.

As for the expectation value of S²: 6.02. As for the total charge: +2. The calculation puts the energy at -43539.0459 eV. Its spin multiplicity is 5. For the lowest unoccupied orbital energy (alpha / beta), the calculation gives -6.214 / -10.667 eV. The HOMO-LUMO gap (alpha / beta) comes out at 7.413 / 3.385 eV. The value obtained for the energy above the lowest of the compared OMol25 structures with the same formula, charge and spin is 0.000 eV.

Element x y z (Å)
P -0.727 0.225 1.451
P -0.025 -1.202 -1.000
C 0.443 1.151 0.343
C 0.352 0.608 -1.069
H 1.451 1.038 0.764
H 0.231 2.228 0.386
H -0.448 1.101 -1.640
H 1.291 0.784 -1.617
C 1.678 -1.902 -1.048
H 1.598 -2.969 -1.306
H 2.136 -1.801 -0.053
H 2.288 -1.376 -1.799
C -0.698 -1.597 -2.646
H -0.105 -1.121 -3.441
H -1.736 -1.246 -2.698
H -0.682 -2.689 -2.772
C -0.018 0.541 3.087
H -0.728 0.275 3.875
H 0.256 1.596 3.202
H 0.879 -0.079 3.202
C -2.217 1.273 1.266
H -2.667 1.107 0.278
H -1.948 2.334 1.368
H -2.935 0.998 2.047
Ru -1.087 -1.822 0.821
C 2.126 3.482 -2.951
C 3.152 2.800 -2.422
C 4.215 3.358 -1.520
C 3.811 4.556 -0.622
C 2.565 4.365 0.199
C 1.305 4.618 -0.180
C 0.876 5.210 -1.492
C 1.787 4.928 -2.714
C -2.176 -1.602 2.672
H 1.474 2.987 -3.685
H 3.327 1.764 -2.741
H 5.085 3.678 -2.121
H 4.584 2.543 -0.878
H 4.638 4.694 0.093
H 3.772 5.468 -1.231
H 2.760 4.035 1.230
H 0.494 4.498 0.552
H 0.786 6.307 -1.396
H -0.141 4.850 -1.717
H 1.225 5.266 -3.599
H 2.681 5.560 -2.654
H -3.171 -1.921 2.286
H -2.283 -0.717 3.310
H -1.714 -2.419 3.257
C -3.900 -4.960 0.604
C -2.452 -4.990 1.116
C -2.524 -5.176 2.633
C -1.810 -6.272 0.547
O -1.658 -3.886 0.691
H -4.370 -5.934 0.838
H -3.942 -4.802 -0.481
H -4.488 -4.179 1.098
H -3.021 -6.137 2.821
H -1.531 -5.241 3.093
H -3.131 -4.417 3.136
H -1.746 -6.206 -0.545
H -0.794 -6.395 0.946
H -2.391 -7.172 0.827

Atom charges from the Löwdin analysis, given in e for atoms 1 to 5: number 1, P, carries 0.6613; number 2, P, carries 0.6774; number 3, C, carries -0.3927; number 4, C, carries -0.3926; number 5, H, carries 0.0887